Here is the ion C5H10NO with charge +1 in a non-equilibrium geometry from the OMol25 dataset. Energies are from wB97M-V/def2-TZVPD.

```
17
Properties=species:S:1:pos:R:3:forces:R:3
C -1.6567 -0.1234 0.0957 0.999 -0.035 -0.112
C -2.2569 0.8110 -0.5342 0.360 0.782 -1.747
C -0.7605 -1.0513 0.7222 -0.068 -1.611 -0.345
C 0.7912 -0.8498 0.3951 -2.446 0.705 -0.969
C 1.4490 0.4167 0.8485 0.386 -0.671 -2.268
N 1.0168 -0.8616 -1.1089 -0.254 2.664 0.765
O 1.2369 1.4883 -0.0632 -0.897 1.210 0.359
H -2.0579 1.3872 -1.4743 0.717 -0.694 0.702
H -3.2136 1.1211 -0.2247 -1.449 0.149 0.788
H -0.9946 -1.0094 1.7465 0.688 0.836 1.973
H -1.1843 -2.0913 0.6871 0.882 0.448 -1.124
H 2.4902 0.3260 0.9688 1.742 -0.655 -0.494
H 1.2138 0.5631 1.8084 -1.785 1.206 3.634
H 1.8995 -1.3670 -1.2102 0.015 0.537 -0.829
H 0.9460 0.2415 -1.3988 1.106 -2.591 0.629
H 0.2701 -1.2847 -1.6142 -0.550 -0.976 -0.442
H 0.8110 2.2835 0.3562 0.554 -1.304 -0.519
```
Forces are in eV/Å.

Output
charge: +1
DFT total energy: -8872.005 eV
HOMO-LUMO gap (alpha / beta): 6.47 / 9.74 eV
LUMO energy (alpha / beta): -5.50 / -4.14 eV
energy relative to the best compared isomer or geometry (same formula, charge and spin): 634.4 kJ/mol

Here are the Löwdin charges for atoms 1 to 6, given in e: number 1, C, carries -0.01; number 2, C, carries 0.03; number 3, C, carries -0.18; number 4, C, carries -0.06; number 5, C, carries -0.22; number 6, N, carries 0.18


Here is the ion C5H10NO with charge +1 in a non-equilibrium geometry from the OMol25 dataset. Energies are from wB97M-V/def2-TZVPD.

```
17
Properties=species:S:1:pos:R:3:forces:R:3
C 2.2712 -1.4376 -0.2886 -1.942 -1.554 -0.761
N 1.0936 -0.8930 -0.2336 2.717 1.356 3.808
C 0.0087 -0.7048 -1.0529 -4.733 -0.910 -3.577
C -1.2254 0.0994 -0.4892 -0.780 -0.612 2.470
C -1.1855 1.4496 0.3258 1.208 -0.916 0.666
C -0.4559 1.0969 1.6320 0.792 1.398 -0.297
O 0.7748 0.9438 1.6159 -1.418 -0.605 0.337
H 2.5211 -2.4683 -0.7645 -0.416 2.332 0.023
H 2.9734 -0.8556 0.2559 0.917 -0.468 1.022
H 0.9289 -0.2147 0.7374 1.401 -0.507 -2.699
H 0.2829 -0.1944 -2.0615 0.053 -0.925 1.845
H -0.5798 -1.6645 -1.3472 1.579 1.118 0.196
H -1.7592 0.3428 -1.3362 -1.077 0.485 -2.119
H -1.9979 -0.5544 0.0560 1.540 0.434 -0.537
H -0.4685 2.1426 -0.1827 -0.997 -0.140 0.347
H -2.2275 1.8490 0.5189 1.358 -0.432 -0.476
H -0.9550 1.0631 2.6143 -0.202 -0.056 -0.247
```
Forces are in eV/Å.

Output
SMILES string: C=[NH+]CCCC=O
charge: +1
DFT total energy: -8874.953 eV
HOMO-LUMO gap: 9.58 eV
LUMO energy: -5.12 eV
energy relative to the best compared isomer or geometry (same formula, charge and spin): 350.0 kJ/mol

Here are the Löwdin charges for atoms 1 to 6, given in e: number 1, C, carries 0.19; number 2, N, carries -0.02; number 3, C, carries -0.18; number 4, C, carries -0.16; number 5, C, carries -0.10; number 6, C, carries -0.15


Here is the ion C5H10NO with charge +1 in a non-equilibrium geometry from the OMol25 dataset. Energies are from wB97M-V/def2-TZVPD.

```
17
Properties=species:S:1:pos:R:3:forces:R:3
N 0.6761 2.5273 0.4587 -0.734 0.150 0.340
C -0.0908 1.5841 -0.4078 0.143 0.596 0.125
C -0.8714 0.6814 0.1413 0.820 -0.493 0.110
C -1.2319 -0.5916 -0.5496 -1.360 -0.153 0.550
C -0.7468 -1.8267 0.2271 0.432 0.822 -0.187
C 0.7567 -1.9404 0.1307 0.057 -0.868 0.260
O 1.5122 -1.0743 -0.2247 -0.223 0.278 -0.061
H 0.8786 3.3881 -0.0455 0.347 0.080 0.021
H 1.5303 2.0715 0.7873 0.257 0.110 -0.307
H 0.1706 2.7995 1.3079 -0.156 -0.084 -0.118
H 0.1664 1.7419 -1.4436 0.089 -0.490 -0.054
H -1.0553 0.7320 1.2114 -0.049 -0.023 0.056
H -0.8075 -0.6318 -1.5272 0.331 0.146 -0.754
H -2.3152 -0.6574 -0.6711 -0.038 -0.009 0.060
H -1.2386 -2.7306 -0.1278 0.141 -0.073 -0.113
H -0.9603 -1.7767 1.2995 -0.168 0.059 0.040
H 1.1516 -2.9201 0.4497 0.112 -0.048 0.029
```
Forces are in eV/Å.

Output
SMILES string: [NH3+]/C=C/CCC=O
charge: +1
DFT total energy: -8876.918 eV
HOMO-LUMO gap: 9.60 eV
LUMO energy: -3.63 eV
energy relative to the best compared isomer or geometry (same formula, charge and spin): 160.3 kJ/mol

Here are the Löwdin charges for atoms 1 to 6, given in e: number 1, N, carries 0.21; number 2, C, carries -0.08; number 3, C, carries -0.07; number 4, C, carries -0.17; number 5, C, carries -0.13; number 6, C, carries -0.24